C44H85BeCl7MgN2O10Si | wB97M-V/def2-TZVPD

For the max |F|, the calculation gives 1.95 eV/Å. The HOMO energy comes out at -0.37918 Eh. As for the total energy: -6314.0938 hartree. Its orbital gap is 0.0406 Eh. The total charge is +2.

The geometry in XYZ format:
```
151
Properties=species:S:1:pos:R:3:forces:R:3
C -2.8775 5.1749 4.2128 0.212 -0.550 0.718
C -2.4129 3.7531 4.5786 -0.882 -0.151 -0.621
C -3.0107 2.6846 3.6310 0.659 0.728 0.381
C -2.6491 1.2879 4.1035 -0.602 -0.760 -0.354
C -3.1584 0.2002 3.1341 0.862 0.875 -0.327
C -2.4882 0.4140 1.7519 -0.127 -0.614 -0.357
C -1.6855 -0.8154 1.2702 -0.081 1.272 -0.877
C -1.0291 -0.4197 -0.0738 0.513 -0.498 0.434
C 0.0046 -1.4719 -0.5777 -0.402 0.839 0.097
C 1.3713 -0.8103 -0.8095 0.293 -0.698 -0.217
C 1.3928 0.1159 -2.0451 -0.125 -1.375 -0.087
O 2.3406 1.1889 -1.9099 -0.473 0.650 0.123
C 1.8642 2.3105 -1.3640 -1.447 1.249 0.382
O 0.7185 2.5206 -0.9778 1.555 -0.728 -0.481
N 2.8527 3.3361 -1.3007 0.031 -1.585 0.513
C 2.8918 3.9687 0.0247 0.242 0.354 -0.563
C 3.7209 5.2791 -0.0702 0.767 0.628 0.703
C 3.6590 6.1697 1.2163 0.488 0.194 -0.662
C 4.9045 5.9714 2.1258 -1.558 -0.663 0.186
C 4.8748 4.5215 2.6147 0.539 0.575 0.554
C 5.9718 4.1672 3.6679 -0.877 -0.352 -0.795
C 6.7515 2.8333 3.4786 0.851 0.364 0.992
C 6.6369 1.8527 4.6765 -0.304 0.198 -0.731
Si 4.9426 1.0435 4.9558 -0.152 -0.165 1.075
C 3.4518 2.1571 4.5910 -0.036 -0.348 -0.401
C 4.8463 0.6450 6.8119 0.353 0.251 -0.606
C 4.6844 -0.5130 3.9106 0.409 1.107 0.306
C 4.8415 -0.4449 2.5337 0.002 0.356 -0.345
C 4.6173 -1.5583 1.7584 0.034 0.179 -0.965
C 4.2407 -2.7370 2.3454 -0.416 -1.467 -0.282
C 4.0879 -2.8451 3.7073 -0.092 0.044 0.135
C 4.3150 -1.7194 4.4687 -0.197 -0.322 1.133
H -3.9738 5.2143 4.1792 0.166 0.065 -0.157
H -2.4390 5.4891 3.2610 -0.169 0.109 0.132
H -2.5669 5.8430 5.0224 -0.006 0.186 -0.387
H -1.3227 3.6824 4.4988 -0.138 -0.004 0.274
H -2.7359 3.4919 5.5951 0.290 0.225 -0.025
H -4.1119 2.7879 3.5661 0.139 -0.023 0.219
H -2.6127 2.9163 2.6335 -0.123 -0.358 0.038
H -1.5784 1.1689 4.3043 -0.145 0.137 -0.039
H -3.1806 1.1221 5.0813 1.310 0.424 -0.848
H -4.2519 0.3064 3.0811 0.105 -0.346 -0.088
H -2.8867 -0.8075 3.4659 -0.326 0.161 0.241
H -1.7810 1.2544 1.7430 -0.091 -0.140 0.325
H -3.2180 0.6530 0.9700 -0.004 -0.095 0.208
H -0.8795 -0.9778 1.9979 -0.243 -0.490 -0.058
H -2.3327 -1.6843 1.1140 0.160 -0.028 0.400
H -1.7875 -0.2032 -0.8319 0.027 0.011 0.187
H -0.4725 0.5025 0.1372 -0.194 0.019 -0.300
H -0.3304 -1.9313 -1.5171 0.031 -0.039 0.189
H 0.0711 -2.2647 0.1760 0.235 0.030 -0.238
H 1.7365 -0.3118 0.0971 -0.244 0.126 -0.153
H 2.0875 -1.6183 -1.0166 0.050 0.242 0.199
H 0.3937 0.4349 -2.3527 0.220 0.530 0.360
H 1.7702 -0.5008 -2.8663 0.076 0.399 -0.030
H 3.7407 2.8391 -1.4048 -0.003 0.376 -0.364
H 1.9083 4.2458 0.4093 -0.053 -0.198 -0.421
H 3.3422 3.2569 0.7250 -0.041 0.406 0.158
H 4.7915 4.9386 -0.1642 -0.099 0.085 -0.345
H 3.4163 5.8095 -1.0086 -0.627 -0.137 0.119
H 2.7418 5.9075 1.7551 0.146 0.163 -0.019
H 3.5773 7.2325 0.9341 -0.097 -0.159 0.104
H 5.8325 6.2171 1.6101 -0.023 0.046 0.268
H 4.7270 6.6043 3.0089 0.465 0.083 -0.170
H 3.8732 4.3467 3.0310 0.098 -0.491 -0.416
H 5.0218 3.9059 1.5166 0.074 0.232 1.850
H 6.6265 5.0419 3.7238 0.203 -0.320 0.009
H 5.4575 4.0780 4.6321 0.006 0.258 -0.124
H 7.8105 3.1165 3.4090 -0.159 -0.146 -0.182
H 6.5338 2.3262 2.5482 -0.320 -0.034 -0.047
H 6.9600 2.3626 5.5936 -0.113 -0.115 -0.083
H 7.3543 1.0391 4.4954 -0.135 0.078 0.185
H 2.5290 1.6489 4.9036 0.258 -0.014 0.090
H 3.4813 3.1319 5.0873 0.019 -0.067 -0.200
H 3.3671 2.2459 3.4978 -0.038 0.311 0.211
H 5.8422 0.4124 7.2074 -0.232 -0.275 -0.060
H 4.5317 1.5526 7.3422 -0.197 -0.248 -0.047
H 4.1497 -0.1800 6.9799 0.089 0.193 0.326
H 5.1118 0.4822 2.0275 0.054 -0.043 0.199
H 4.7097 -1.5091 0.6759 0.067 0.034 0.134
H 4.0302 -3.6293 1.7592 0.147 0.238 -0.184
H 3.7732 -3.7766 4.1659 0.095 0.084 -0.055
H 4.1819 -1.8023 5.5457 0.077 0.075 -0.126
C 5.7949 9.1043 1.7197 -0.149 0.167 -0.293
O 6.1951 8.4537 0.7480 0.024 -0.682 -0.542
O 6.1881 8.9483 2.8937 0.047 0.047 0.149
O 4.9265 10.0063 1.6824 -0.148 0.029 0.136
Be 5.0761 6.6887 -1.1222 0.107 -0.436 0.966
Cl 6.4501 3.7527 0.6114 0.514 0.071 -1.528
C 8.6162 -5.1370 0.9055 -0.126 -0.113 -0.094
C 7.8727 -4.2489 1.8940 0.106 0.203 0.022
C 7.4603 -5.2460 2.9643 -0.101 -0.180 -0.019
O 8.4645 -6.2612 2.9847 -0.032 0.125 -0.133
C 9.3102 -6.1196 1.8374 0.147 0.046 0.133
H 9.3103 -4.5975 0.2625 0.016 -0.007 0.032
H 7.9014 -5.6644 0.2685 0.029 -0.003 -0.007
H 8.5579 -3.5094 2.3165 -0.031 0.010 0.000
H 7.0258 -3.7184 1.4588 -0.007 -0.013 0.021
H 6.5023 -5.7196 2.7180 -0.054 0.085 0.019
H 7.3794 -4.7914 3.9531 0.029 -0.078 0.032
H 10.2769 -5.7313 2.1744 0.033 -0.009 -0.084
H 9.4698 -7.0959 1.3794 -0.033 -0.035 0.085
N -6.0839 3.1765 1.2583 -0.005 -0.045 0.004
H -6.6062 3.8320 1.8448 0.013 -0.017 -0.005
H -5.1157 3.4966 1.1667 0.020 -0.075 0.033
H -6.0930 2.2468 1.6912 0.072 -0.034 -0.060
H -6.5168 3.1252 0.3325 0.023 -0.042 0.012
Mg -4.6224 0.7353 6.2018 -1.137 -0.075 0.772
O -4.8847 -0.6400 0.0421 -0.071 0.129 -0.194
C -4.8907 -1.3710 -0.9245 -0.334 -0.060 -0.135
O -3.9373 -1.2286 -1.8479 0.310 0.147 0.303
C -3.7300 -2.1448 -2.9389 -0.152 -0.168 -0.375
C -4.6275 -1.8208 -4.1136 -0.126 0.105 0.251
C -5.9952 -2.3743 -1.1424 0.244 -0.430 0.236
H -3.8355 -3.1765 -2.6013 -0.080 0.045 0.081
H -2.6883 -2.0200 -3.2315 0.014 0.137 0.180
H -5.6825 -1.9179 -3.8547 0.008 -0.112 -0.038
H -4.4171 -2.4851 -4.9493 0.032 0.034 -0.001
H -4.4729 -0.7922 -4.4373 0.107 -0.055 -0.072
H -6.8482 -1.8700 -1.5952 0.016 -0.003 -0.021
H -6.2903 -2.7743 -0.1742 -0.092 0.196 0.024
H -5.7087 -3.2232 -1.7570 -0.043 0.116 -0.161
Cl -2.7662 -2.1868 -8.5962 0.024 0.014 0.066
C -4.2669 -3.0604 -8.1943 -0.031 -0.068 -0.042
C -5.4962 -2.2163 -8.4107 -0.141 -0.160 -0.068
Cl -5.6065 -0.8711 -7.2385 -0.008 0.052 -0.075
H -4.1916 -3.3989 -7.1633 0.015 0.047 -0.006
H -4.3072 -3.9363 -8.8402 -0.036 0.046 -0.036
H -6.3892 -2.8256 -8.2801 0.014 0.007 -0.020
H -5.5189 -1.7915 -9.4109 0.050 0.054 0.045
C -4.0509 -3.7491 7.7339 0.021 -0.445 0.194
Cl -4.0976 -2.0631 7.1134 0.015 -0.002 -0.018
Cl -3.9807 -3.7141 9.4923 -0.003 0.067 -0.119
Cl -5.5042 -4.5961 7.2088 0.065 0.106 -0.009
Cl -2.6217 -4.5595 7.0930 -0.060 0.101 -0.006
C -10.9556 -5.0347 -10.8107 -0.072 -0.045 -0.097
O -10.0967 -4.9989 -11.9378 0.065 0.080 0.240
C -9.4200 -3.7595 -12.0813 0.009 -0.297 -0.276
C -7.9884 -3.8509 -11.5967 -0.037 0.400 0.145
O -7.9222 -4.0600 -10.1890 0.042 -0.209 -0.032
C -7.6490 -5.4110 -9.8530 0.039 0.076 0.101
H -11.2564 -6.0692 -10.6522 0.008 -0.001 -0.078
H -10.4578 -4.6717 -9.9082 0.007 0.031 -0.007
H -11.8516 -4.4346 -11.0002 -0.006 0.022 0.089
H -9.9553 -2.9614 -11.5580 0.043 0.000 0.046
H -9.4138 -3.5191 -13.1486 0.023 0.055 0.017
H -7.4880 -2.8992 -11.8034 0.001 -0.015 -0.040
H -7.4486 -4.6370 -12.1321 -0.060 -0.044 0.014
H -6.5980 -5.6462 -10.0566 -0.026 -0.103 -0.047
H -8.2908 -6.1033 -10.4009 0.023 0.008 -0.024
H -7.8334 -5.5350 -8.7856 -0.001 0.059 -0.005
```
Positions in Å, forces in eV/Å.

Here are the Mulliken charges for atoms 1 to 99, given in e: C -1.24; C -0.44; C 0.08; C 0.14; C -0.51; C -0.39; C -1.00; C 0.24; C -1.11; C -0.36; C -0.74; O -0.38; C 0.40; O -0.60; N -0.27; C -0.26; C -0.75; C -0.95; C -0.62; C 0.11; C -0.82; C -0.52; C -1.10; Si 0.40; C -0.75; C -1.26; C 0.80; C 0.15; C -0.93; C -0.79; C -1.03; C -0.19; H 0.27; H 0.31; H 0.39; H 0.31; H 0.28; H 0.08; H 0.36; H 0.40; H -0.91; H 0.23; H 0.49; H 0.31; H 0.18; H 0.44; H 0.35; H 0.16; H -0.08; H 0.17; H 0.55; H 0.27; H 0.43; H 0.44; H 0.46; H 0.35; H 0.45; H 0.04; H 0.54; H 0.35; H 0.59; H 0.27; H 0.50; H 0.54; H 0.50; H -0.68; H 0.61; H 0.30; H 0.30; H 0.25; H 0.46; H 0.50; H 0.47; H 0.36; H -0.21; H 0.34; H 0.35; H 0.31; H 0.14; H 0.57; H 0.52; H 0.50; H 0.18; C 0.87; O -0.46; O -0.29; O -0.31; Be 0.65; Cl -0.17; C -0.57; C -0.19; C -0.32; O -0.42; C -0.48; H 0.35; H 0.27; H 0.26; H 0.07; H 0.22

***

C25H20N6O5RbSSe2 | wB97M-V/def2-TZVPD

For the max |F|, the calculation gives 0.84 eV/Å. The HOMO energy comes out at -0.14460 Eh. As for the total energy: -6894.6976 hartree. Its orbital gap is 0.2210 Eh. The total charge is -1.

The geometry in XYZ format:
```
60
Properties=species:S:1:pos:R:3:forces:R:3
Rb -0.3842 0.2529 0.5466 -0.244 0.151 0.790
O 2.3395 -3.9304 0.4747 -0.079 0.073 -0.100
C 2.1948 -2.6088 0.6990 0.092 -0.050 0.156
O 1.9679 -2.1574 1.7897 -0.052 -0.011 -0.029
C 2.3785 -1.7845 -0.5318 0.088 -0.016 -0.136
C 2.4112 -2.3350 -1.8019 0.000 0.139 -0.125
C 2.5246 -1.4782 -2.8932 -0.034 -0.061 0.123
C 2.6091 -0.1179 -2.6700 -0.003 -0.018 -0.057
C 2.5932 0.3305 -1.3569 0.117 -0.241 -0.097
N 2.4857 -0.4753 -0.3153 -0.034 0.163 0.159
C 2.6687 1.7939 -1.0374 -0.059 0.270 -0.115
O 2.5211 2.0807 0.2655 0.021 -0.112 -0.122
O 2.8338 2.6471 -1.8685 0.067 -0.099 0.110
H 2.1024 -4.3753 1.3006 0.000 0.010 0.041
H 2.3089 -3.4005 -1.9389 -0.021 -0.022 0.020
H 2.4984 -1.8752 -3.8984 -0.016 0.013 -0.009
H 2.6484 0.5980 -3.4773 0.012 0.013 0.012
H 2.4486 1.2219 0.7289 0.108 0.006 0.026
N -4.4437 -0.4221 0.5196 -0.039 -0.028 0.061
C -3.3138 -1.1377 0.8603 0.166 0.071 -0.310
S -2.9997 -1.3667 2.5322 0.019 0.002 -0.113
N -2.6096 -1.4874 -0.2098 -0.104 -0.061 0.252
N -1.5700 -2.3414 0.0663 -0.155 -0.058 -0.158
C -0.8390 -2.6639 -0.9339 0.048 -0.046 -0.027
C -0.8976 -2.2619 -2.3645 0.008 -0.054 -0.040
C -1.1182 -3.2777 -3.2876 -0.001 0.011 -0.043
C -1.1156 -3.0617 -4.6615 -0.008 -0.020 0.040
C -0.8693 -1.7690 -5.1153 0.003 0.031 -0.012
C -0.6186 -0.7430 -4.2248 0.013 -0.002 -0.006
C -0.5914 -0.9346 -2.8136 -0.002 0.003 -0.050
O -0.2439 0.0175 -2.0260 -0.065 -0.048 -0.131
H -4.8242 0.1581 1.2454 0.006 0.016 -0.002
H -4.4607 -0.0806 -0.4291 -0.010 0.000 0.001
H -0.0962 -3.4250 -0.6913 0.080 -0.019 0.021
H -1.3117 -4.2769 -2.9063 0.003 -0.003 -0.010
H -1.3111 -3.8728 -5.3515 0.000 0.002 -0.002
H -0.8665 -1.5609 -6.1811 -0.004 -0.001 0.000
H -0.4137 0.2617 -4.5806 0.008 0.001 -0.007
Se -1.6140 3.2944 4.1102 0.032 -0.004 -0.036
Se 0.4198 4.1708 3.5101 -0.019 -0.025 -0.035
C 0.2955 4.1896 1.5810 0.078 0.081 0.057
C 1.1556 5.0681 0.9251 -0.022 -0.025 -0.001
C 1.1329 5.0896 -0.4541 0.007 0.005 -0.045
C 0.2384 4.2680 -1.1268 -0.001 0.017 0.059
C -0.5831 3.4511 -0.3749 -0.017 -0.015 -0.102
N -0.5492 3.3949 0.9613 -0.059 -0.043 -0.034
C -1.1404 1.4602 4.4862 -0.068 0.023 0.026
C -1.7742 0.8851 5.5781 0.018 -0.034 0.000
C -1.5164 -0.4484 5.8522 0.007 0.008 -0.017
C -0.6319 -1.1342 5.0415 -0.027 0.029 -0.015
C -0.0576 -0.4604 3.9744 0.018 -0.049 0.010
N -0.3013 0.8195 3.6926 0.069 0.013 0.020
H 1.8295 5.7017 1.4870 -0.007 0.002 0.006
H 1.8120 5.7298 -1.0019 -0.005 -0.001 -0.007
H 0.1978 4.2342 -2.2056 0.004 0.001 -0.004
H -1.2862 2.7873 -0.8688 0.001 -0.010 0.003
H -2.4472 1.4679 6.1921 0.002 0.003 -0.001
H -2.0058 -0.9401 6.6833 0.003 -0.001 0.000
H -0.4175 -2.1822 5.1935 0.004 0.000 -0.004
H 0.6073 -0.9873 3.3011 0.053 0.020 0.009
```
Positions in Å, forces in eV/Å.

So, what does the Mulliken scheme give us? The charges, in e, come out as: Rb 0.70; O -0.47; C 0.36; O -0.59; C 0.27; C -0.38; C -0.34; C -0.42; C 1.07; N -0.51; C -0.01; O -0.48; O -0.62; H 0.37; H 0.43; H 0.37; H 0.43; H 0.53; N -0.50; C 0.10; S -0.34; N -0.37; N -0.29; C -1.09; C 0.43; C -0.33; C -0.76; C -0.42; C -0.56; C 0.20; O -0.37; H 0.22; H 0.25; H 0.65; H 0.40; H 0.38; H 0.37; H 0.37; Se -0.09; Se -0.09; C 0.47; C -0.71; C -0.22; C -0.76; C -0.30; N -0.18; C 0.25; C -0.53; C -0.42; C -0.64; C -0.19; N 0.07; H 0.33; H 0.37; H 0.38; H 0.62; H 0.35; H 0.37; H 0.40; H 0.47